No. 1
Molecular formula: C13H20N4O4S2Zr
Method: DFT, the ωB97M-V functional and the def2-TZVPD basis

```
44
Properties=species:S:1:pos:R:3:forces:R:3
Zr -0.574754 -0.153519 -0.023847 -0.1 1.0 -1.0
N -3.947898 -0.598225 2.015663 -0.5 0.0 0.1
C -4.064862 -1.468028 0.830064 0.1 0.1 -0.1
C -2.780067 -1.122300 0.130323 -1.3 -0.7 0.4
O -1.758771 -1.852660 0.223276 -0.2 -1.1 -0.1
O -2.589481 0.037732 -0.362150 -1.4 0.5 -0.6
H -4.393477 -1.032505 2.819093 0.1 0.0 -0.1
H -4.440759 0.274997 1.849689 0.0 -0.1 0.1
H -4.939155 -1.272914 0.201997 0.1 0.0 0.1
H -4.035956 -2.517585 1.122412 0.0 0.1 -0.1
N -0.849691 1.991326 -0.819388 -0.2 0.4 -0.6
C -0.919780 2.893276 0.360296 -0.2 0.6 0.6
C -1.459452 2.149931 1.596219 0.2 0.1 -0.2
C -0.368383 1.488503 2.479568 -0.1 -0.2 0.1
C -0.719306 0.065283 2.965491 -0.2 0.5 0.8
N -0.122921 -0.916883 2.032512 0.5 -0.7 0.6
H -0.160334 2.367951 -1.480736 -0.2 -0.3 0.2
H -1.758099 2.022953 -1.307104 0.5 0.0 0.2
H -1.571512 3.749090 0.147209 0.2 -0.2 -0.1
H 0.083003 3.280332 0.565026 -0.1 0.0 -0.1
H -2.207300 1.410145 1.259190 0.0 0.4 0.3
H -1.996703 2.879410 2.209871 -0.1 -0.3 -0.1
H -0.204973 2.123483 3.353481 0.1 -0.1 -0.2
H 0.596435 1.451481 1.947028 -0.1 0.1 0.3
H -1.811928 -0.093099 2.987204 0.5 0.1 0.0
H -0.329370 -0.092432 3.980618 -0.1 0.0 -0.3
H -0.503081 -1.858500 2.205754 0.2 0.4 -0.2
H 0.893862 -0.986615 2.200477 -0.5 0.0 0.1
O 2.675409 -0.972706 1.196573 0.8 -0.2 -0.5
S 2.192269 -0.624821 -0.094597 0.6 -0.3 0.2
O 1.390874 0.654111 -0.050429 1.1 0.8 -0.1
N 0.945816 -1.553205 -0.625478 0.9 -0.6 -0.1
C 0.935513 -1.337368 -1.961881 -0.4 -0.2 -0.9
S -0.500392 -0.890662 -2.685708 0.1 -0.2 0.4
C 2.278015 -1.194045 -2.537933 0.4 0.0 -0.2
C 2.725593 -1.436787 -3.828419 -0.2 0.1 0.3
C 4.061323 -1.180180 -4.121175 -0.1 0.0 0.0
C 4.932495 -0.691387 -3.157763 -0.1 0.0 0.2
C 4.497605 -0.457771 -1.851170 0.2 0.1 0.1
C 3.178920 -0.718367 -1.573308 -0.7 -0.3 0.3
H 2.059641 -1.854648 -4.568138 -0.1 0.1 -0.1
H 4.428081 -1.368763 -5.119577 0.0 0.0 0.0
H 5.962835 -0.497501 -3.418124 0.0 0.0 0.0
H 5.170719 -0.096528 -1.092113 0.1 0.1 0.1
```
Forces are in eV/Å.

2S+1 = 1
Frontier orbital gap = 8.53 eV
LUMO level = -7.37 eV
Net charge = +2
Calculated total energy = -1870.36820 Ha

These are the Mulliken partial charges, in e, on atoms 1 to 6: -0.0203, -0.5012, -0.9515, 1.4967, -0.6016, -0.5254

---

No. 2
Molecular formula: C37H40B2F11N2O9PS
Method: DFT, the ωB97M-V functional and the def2-TZVPD basis

```
103
Properties=species:S:1:pos:R:3:forces:R:3
C -3.546390 1.071978 -5.535723 0.2 -0.3 -0.7
C -2.640160 0.019807 -6.362122 -1.2 1.2 -1.1
O -1.246672 0.402216 -6.249645 -0.4 -1.6 1.0
C -0.501382 -0.464184 -5.369917 1.1 0.2 0.4
C -1.156124 -0.710752 -3.935945 -1.7 -1.0 3.5
C -1.811004 -2.098909 -3.565441 0.3 2.5 2.7
B -1.917908 -3.354004 -4.600066 -0.7 -0.1 -0.8
O -3.281667 -3.832150 -4.869134 2.3 1.5 -1.0
N -0.775604 -3.998379 -5.301796 -1.4 -1.3 2.2
C 0.459094 -4.084705 -4.448110 1.1 0.0 -0.7
C -1.114055 -5.411046 -5.693708 -0.5 -1.2 -1.4
C -2.416402 -2.355046 -2.127366 1.3 3.3 -0.3
C -2.410785 -1.283884 -1.008027 1.1 0.5 -3.3
C -3.031390 -1.670792 0.407319 -0.7 -0.2 -1.4
O -1.986055 -1.528660 1.416334 -1.9 -0.4 2.5
C -2.476600 -1.716506 2.724213 0.9 -0.8 0.8
F -1.382638 -2.247668 3.490988 -2.7 1.6 -1.8
F -3.517795 -2.683277 2.828706 2.3 2.4 -0.4
F -2.933348 -0.543420 3.361973 1.1 -2.8 -1.6
C -1.795387 0.106988 -1.371797 0.4 -1.9 -2.1
C -1.182978 0.384167 -2.799385 -0.8 -2.0 1.5
C -0.588717 1.871497 -3.011184 -0.9 0.0 -2.1
O -0.703277 2.374562 -4.155105 1.0 -1.4 4.0
C 0.053176 2.611156 -1.747744 1.0 1.2 2.3
C -0.566066 2.298079 -0.325680 2.7 1.9 -0.6
C 0.043770 2.982299 0.933946 0.2 0.8 -1.7
C -0.504751 2.671887 2.403638 1.3 -0.6 0.2
C 0.502818 1.603135 3.098403 2.3 -2.8 1.9
C 0.425639 1.315300 4.647748 2.5 -1.7 -1.9
C 1.406729 0.308566 5.352554 0.6 0.5 -3.2
C 2.514728 -0.456921 4.565748 -2.7 2.8 -2.8
C 2.576395 -0.197013 3.027991 -2.4 1.6 2.0
C 1.584891 0.802804 2.319603 0.1 -0.7 3.2
C 1.237825 4.020871 0.842968 -2.2 -1.8 -4.3
P 1.976385 4.913861 2.328485 0.7 -0.2 -0.1
S 3.552357 4.076516 3.097539 -0.2 -0.1 -0.1
C 1.795547 4.310500 -0.581666 -1.1 -1.2 0.4
C 3.013354 5.364607 -0.763385 -0.4 -0.5 0.1
B 2.510693 6.842268 -1.236499 -0.3 2.0 -0.6
O 1.213199 7.126670 -1.828184 1.9 -0.8 2.2
O 3.397448 7.992351 -1.120920 -1.9 -1.9 -1.4
C 1.223038 3.613175 -1.882303 -1.5 -0.6 3.5
N 1.892500 3.963665 -3.146400 -2.6 -0.1 -0.1
C 2.421781 2.772002 -3.886717 2.1 -0.1 -0.3
C 1.089477 4.862115 -3.989673 -3.0 1.3 -0.8
C 1.740544 5.298352 -5.404391 0.8 -1.3 1.1
O -0.066621 5.273572 -3.710788 4.3 -1.5 -0.3
C -1.789867 1.285104 -0.298707 -1.5 0.0 1.0
O -2.763017 1.387371 0.493059 3.4 -0.3 -2.4
H -4.502987 1.289718 -6.149586 1.4 -0.5 1.2
H -3.790921 0.663237 -4.498896 0.3 0.8 -1.4
H -2.939379 2.048666 -5.485859 -1.0 -1.6 0.1
H -2.923429 0.172754 -7.476345 0.6 -0.3 1.7
H -2.862812 -1.077106 -6.132333 0.5 1.4 0.0
H -0.238063 -1.437166 -5.938489 -0.8 1.2 1.3
H 0.518521 0.053171 -5.184856 -1.7 -0.6 -0.3
H -3.348144 -3.736848 -5.856034 -0.3 -0.6 1.2
H 1.073891 -4.984795 -4.832900 -0.9 1.5 0.7
H 1.085789 -3.152767 -4.654135 -0.8 -1.2 0.8
H 0.230840 -4.263677 -3.341858 0.4 0.5 -1.5
H -2.029982 -5.476805 -6.396288 1.5 0.3 1.2
H -1.347480 -6.094035 -4.804600 0.4 1.0 -1.0
H -0.251014 -5.902758 -6.288349 -1.2 1.0 1.0
H -2.884483 -3.371102 -1.874462 0.8 1.7 -0.6
H -3.948932 -1.026008 0.682699 1.6 -0.9 -0.6
H -3.340715 -2.782170 0.353568 0.5 1.8 0.1
H -1.583049 2.303037 2.442471 1.6 0.4 -0.4
H -0.449557 3.616567 3.056323 -0.1 -1.3 -1.1
H -0.372139 1.856407 5.263757 1.4 -0.9 -0.9
H 1.361313 0.122334 6.479970 -0.1 0.5 -1.9
H 3.269272 -1.176663 5.026784 -1.4 1.2 -0.5
H 3.370445 -0.733746 2.386221 -1.5 1.0 1.2
H 1.728241 0.912761 1.193410 -0.4 0.0 1.8
H 0.959223 5.154520 3.334604 0.3 0.0 -1.1
H 2.376282 6.231234 1.873570 -1.0 -0.7 0.0
H 3.639689 5.479117 0.189160 -0.9 -0.4 -1.3
H 3.747937 5.004176 -1.580157 -1.3 0.4 1.2
H 0.540335 6.674430 -1.267262 0.4 0.1 -1.1
H 3.040904 8.675138 -1.746866 0.4 -0.7 1.1
H 2.417903 1.874059 -3.179117 -0.3 1.2 -1.2
H 3.540098 2.990652 -4.105342 -1.7 -0.5 0.3
H 1.937596 2.580301 -4.901469 0.3 0.1 1.7
H 2.884496 5.329174 -5.232790 -1.8 0.2 -0.5
H 1.328634 6.295050 -5.768049 0.5 -1.5 0.7
H 1.535595 4.443116 -6.158238 0.2 1.6 1.1
C -0.154414 -6.031531 7.374348 -0.6 -0.5 -0.2
C 1.389942 -5.984833 7.463778 -0.4 0.2 -1.0
C 1.979386 -5.220525 8.652188 0.7 0.2 0.5
F 1.585519 -3.933424 8.702652 -0.1 -0.1 -0.1
F 3.335724 -5.194376 8.572901 -0.1 -0.3 -0.2
F 1.878968 -5.523298 6.287364 0.1 0.1 0.3
F 1.821940 -7.277562 7.562242 -0.1 0.1 0.4
O -0.805112 -5.066875 6.531451 0.8 1.0 0.8
C -1.025820 -3.776775 7.067744 -0.5 -1.7 0.3
C -0.170944 -2.690192 6.398707 0.4 0.6 -0.6
F 1.143967 -2.997214 6.407639 -0.2 -0.2 0.0
F -0.298122 -1.507066 7.051799 -0.4 -0.4 0.3
F -0.875814 -3.824140 8.406910 0.0 0.5 -0.1
F -2.333007 -3.502350 6.852414 0.4 0.3 -0.3
H -0.392059 -6.991731 6.904906 0.2 0.2 -0.1
H -0.617708 -6.083684 8.363231 0.2 0.2 0.0
H 1.709630 -5.694060 9.598600 -0.1 -0.2 -0.1
H -0.470725 -2.544465 5.359183 -0.2 -0.1 0.2
```
Forces are in eV/Å.

2S+1 = 1
Frontier orbital gap = 6.75 eV
LUMO level = -1.63 eV
Structure (SMILES) = CCOCc1c(B(O)N(C)C)cc(COC(F)(F)F)c2c1C(=O)c1c(c(Cc3ccccc3)c([PH2]=S)c(CB(O)O)c1N(C)C(C)=O)C2=O.FC(F)C(F)(F)COC(F)(F)C(F)F
Calculated total energy = -4107.97502 Ha

These are the Mulliken partial charges, in e, on atoms 1 to 6: -0.6937, 0.0861, -0.3641, -0.9638, 0.0268, 0.3163

---

> What is the calculated total energy in the second record?

-4107.97502 Ha

---

> Number 2 is which compound?

C37H40B2F11N2O9PS